DFT (the ωB97M-V functional and the def2-TZVPD basis) results for a 12-piece molecular cluster, C168H96O24 overall in a non-equilibrium geometry.

The geometry in ORCA input format:
```
! wB97M-V def2-TZVPD RIJCOSX def2/J DEFGRID3
* xyz 0 1
O 1.4347 1.3599 0.8504
O 6.5142 -1.4131 -6.6499
O -1.1160 -4.1899 -6.9511
O -1.1762 -3.1911 0.3313
O 3.3935 4.1159 2.1459
O 4.9292 1.2969 -10.9759
O -9.5654 -0.1555 3.5187
O -7.0170 3.5417 -4.2336
O -1.0784 -4.0632 6.9245
O 1.6296 4.7708 -2.8023
O 1.0516 6.0398 4.9333
O -8.2791 -5.0894 4.8306
O 1.7757 -3.0049 0.8252
O -5.8036 0.5425 -2.8286
O -2.4840 -3.4860 -3.9132
O 2.5893 -0.2015 4.7713
O 2.7618 -3.4575 -3.4234
O -5.3437 -1.5655 8.9329
O 8.0707 1.6727 1.3180
O -0.2269 4.0595 0.1201
O 7.6053 -2.0984 5.0154
O 0.3704 6.6273 -7.6744
O -4.8162 2.0057 0.3799
O 5.4104 -5.6993 3.5729
C -5.4565 -1.1057 4.0241
C 6.5649 2.5532 2.8328
C -0.7558 -2.0470 0.3769
C -0.1238 -1.3855 -0.7487
C 4.7974 3.1694 4.3434
C -0.1277 0.5506 3.0839
C 4.5209 -0.6173 6.0781
C -2.9117 -0.3073 9.0495
C 4.5985 -5.0537 2.9552
C 0.4530 -6.7793 -2.9254
C -4.3778 -3.6260 -0.1860
C 0.5055 -1.9711 -7.4215
C 5.1893 0.5984 -10.0442
C -3.0616 4.7564 -3.5027
C -5.7670 -4.0950 7.7878
C 6.1141 -1.4862 -9.0310
C 0.0170 4.6504 1.1611
C -3.2208 -2.5128 -3.5853
C -3.8952 -2.5470 -2.2639
C -3.0950 3.4638 -1.5402
C -4.4706 3.1700 -1.7429
C 5.4095 0.4889 -7.5870
C 4.5623 -0.7643 3.6002
C 3.8420 -0.2601 7.2194
C 1.7820 -2.6331 -5.5160
C -1.8623 3.5071 2.3405
C 6.0717 2.5211 0.2973
C 0.4362 -0.1144 -0.6381
C 4.8110 3.0960 0.5247
C -7.5090 1.7272 0.1783
C -4.3809 4.4213 -3.7603
C -9.1930 -1.2011 4.0644
C 0.9359 -0.0827 -2.9940
C 6.3629 -1.2971 7.4325
C -0.8067 0.0304 4.1191
C -11.4469 -1.5472 4.9137
C 6.5868 -1.4586 4.9126
C -2.3856 3.7620 4.7208
C -7.3213 2.6898 -2.0953
C 2.5936 -3.6987 5.7283
C -0.5613 -0.2050 8.3952
C 3.6550 -4.3813 0.7879
C 1.6420 7.7342 -3.3362
C 1.3057 6.6917 -4.1972
C -1.9744 -2.1003 7.8420
C -2.3793 4.2243 -2.3754
C 4.2677 2.6631 -1.7893
C 5.8777 -1.0600 6.1709
C -1.2332 4.5927 4.8338
C -5.1294 3.6759 -2.8515
C -1.5866 -1.7987 2.7608
C -5.1545 -2.4367 4.0815
C 5.2230 1.0508 -6.3348
C -7.4511 -2.9855 4.4630
C -0.4577 -7.0872 -3.9217
C -3.1841 -1.3780 -4.5289
C 3.8438 3.0943 -0.4993
C -4.7962 -5.9509 6.7223
C 1.9161 9.3029 -5.0745
C 5.2600 3.0035 3.0182
C -9.8305 -3.3249 5.1619
C 0.4983 4.7573 -6.2853
C 0.0084 2.0626 -5.5847
C 4.3894 3.4634 1.9014
C 0.1205 -5.0590 -5.1318
C -12.4721 -2.2726 5.4998
C -6.7690 -0.7146 4.0556
C 1.9983 8.9741 -3.7120
C 4.4502 2.2246 -6.1458
C -3.0849 -1.4878 8.3856
C -6.7479 2.3778 -0.8153
C -3.4062 -4.0929 7.2791
C 3.3359 7.1638 1.7084
C -3.3345 0.7962 -6.1441
C 3.7949 -0.4405 4.7948
C 4.7634 -4.8163 1.5078
C -4.7116 -1.4446 -1.9466
C -2.0744 -3.4433 7.2468
C 2.2494 -0.5979 -6.6897
C -0.7774 4.3466 2.4155
C -4.3668 -2.0716 8.3804
C 1.1934 7.1040 -5.5925
C 2.4492 -1.4451 -5.6114
C -0.1800 -0.1151 1.8666
C 0.6733 4.3124 -4.9387
C 5.5375 2.2253 -2.0049
C -2.4820 -1.3588 -5.7029
C -8.6929 2.4751 -2.2803
C 3.5958 -4.3693 5.0594
C 1.0563 -4.7370 -4.1478
C -0.2020 -1.9867 -2.0363
C 1.3032 -0.8701 -7.6461
C 6.0879 -2.7429 -11.5771
C 5.8717 -1.2455 3.6378
C 5.7467 -0.9298 8.5826
C 1.0001 0.4494 -1.7284
C -3.5620 -5.4012 6.7846
C 1.3290 -3.4649 3.6455
C 2.6220 6.7860 2.8130
C 7.0077 2.2280 1.4640
C 3.8941 -0.6406 2.4577
C -2.5974 3.2207 3.4940
C -8.8355 1.4883 -0.0373
C 4.8459 1.0938 -8.6607
C -5.3017 -1.3916 -0.6932
C 0.2773 -1.2857 -3.1596
C -4.1110 0.7534 -4.9851
C 7.4627 2.1948 3.9094
C -1.6049 -1.1329 3.9428
C 2.9960 6.7520 0.4242
C 6.6155 -2.8046 -9.2049
C -5.2629 2.5170 -0.6112
C -0.1077 -4.1007 -6.2800
C 4.4817 -0.3960 8.4983
C 0.4016 2.9670 -4.6165
C 2.4781 -3.8287 1.4567
C -2.4498 -0.2087 -6.4934
C -10.8749 -4.0483 5.7612
C -0.8506 -1.3054 1.6780
C 0.7312 5.7015 3.8146
C 6.4842 2.1681 -0.9635
C 6.9156 2.3181 5.1810
C 6.5519 -1.4991 2.4317
C 1.2444 5.2453 -3.8747
C -0.4830 4.8646 3.6603
C 1.2090 -5.6255 -3.0869
C 1.9466 -3.5408 -4.3613
C 0.7457 -2.8992 -6.3924
C -0.2231 2.4749 -6.9524
C -6.5240 3.4137 -3.1001
C -0.0553 3.8236 -7.1606
C 3.9544 2.8193 -7.2560
C -4.8986 -0.3097 -2.9521
C -10.1553 -2.0770 4.6672
C -5.0810 -2.4491 0.1103
C -4.5354 -3.4199 7.7585
C 5.6043 2.7816 5.3554
C -3.9755 -0.3043 -4.1545
C 0.6216 0.4818 0.6739
C -6.1271 -3.4315 4.4533
C 5.0444 -4.3814 -1.2052
C 3.5475 -4.3629 3.7025
C -9.4052 1.8367 -1.2766
C 6.1573 -4.8857 -0.5607
C -0.6562 -6.1922 -4.9803
C -3.7849 -3.6629 -1.4023
C 4.1936 2.2437 -8.5597
C 3.8254 -4.1039 -0.5774
C 1.4400 8.4069 -5.9961
C 5.6263 -0.8298 -10.1900
C -5.9178 -5.3409 7.2246
C -1.6794 0.3836 8.8768
C -7.7634 -1.6031 4.2463
C 5.6149 -1.4457 -11.4367
C 1.4615 6.0859 2.5510
C 5.9575 -5.1403 0.8136
C 6.6965 -3.3425 -10.4735
C 1.4527 -3.3132 5.0208
C 1.1232 5.6077 1.2744
C -0.7135 -1.5357 8.0396
C 0.7592 6.1953 -6.6278
C 5.8926 -1.3062 1.2421
C 4.5758 -0.8440 1.2431
C -12.1182 -3.5300 6.0397
C 6.1103 -0.8357 -7.6895
C -8.4840 -3.9113 4.7936
C 1.9798 5.8714 0.2077
C 2.4493 -3.8586 2.9518
H 3.1456 -1.1466 -4.8284
H -5.8617 -0.5700 -0.2689
H 6.0114 -3.2283 -12.5134
H -3.4484 1.6861 -6.7562
H 7.5135 -1.9729 2.3650
H 3.6409 2.6832 -2.6467
H 4.2572 2.4416 -5.0786
H -1.8950 -0.1490 -7.4165
H 5.8369 1.8462 -2.9709
H 1.4455 0.4823 -3.7483
H 2.4082 9.6742 -2.9983
H 8.3900 1.7190 3.7177
H -3.1701 -4.4913 -1.7847
H -10.4623 1.6939 -1.4538
H 0.5843 -7.4749 -2.1099
H -6.6062 -3.6214 8.2533
H -2.5600 5.2319 -4.3158
H -0.1249 0.9780 -5.3398
H -0.6898 -2.9648 -2.2376
H 4.4815 -4.7303 5.5770
H -4.7882 4.7470 -4.6810
H 0.5581 -3.0500 5.5719
H -13.4383 -1.8547 5.7804
H 2.8087 7.1225 3.8080
H 1.7279 7.5546 -2.2648
H 3.8320 3.6120 4.3841
H -4.1239 -2.7531 3.9947
H -2.0514 -2.2870 -6.0826
H -5.9068 -4.4935 4.5372
H 0.5553 2.5563 -3.6285
H 3.7539 2.7442 -9.3745
H -4.6816 1.5511 -4.6728
H -9.4482 1.0220 0.7467
H -12.8623 -4.2611 6.4202
H 2.0795 -5.4279 -2.4124
H -2.1088 -1.5520 4.8019
H -10.5228 -5.0645 5.9893
H 0.1439 -2.1403 7.7177
H 3.9582 0.0656 9.3081
H 2.2491 10.3019 -5.3774
H 3.2670 3.6661 -7.1796
H -3.7302 0.0432 9.6115
H 7.0115 -3.3277 -8.3901
H 0.5864 1.3405 3.3036
H 7.3389 -1.7378 7.4183
H 6.3738 -1.0448 9.4873
H -2.5963 -5.8990 6.5623
H -0.5874 0.3543 5.1230
H 6.4750 -1.4801 0.3406
H 7.0179 -5.1291 -1.1081
H -2.1947 3.1824 1.3813
H -7.0809 0.3235 4.1829
H 4.1735 7.8477 1.8804
H -9.1408 2.8471 -3.1758
H -4.7323 -0.2846 3.9961
H -2.6310 3.1277 -0.5904
H -6.8788 1.5744 1.0508
H 5.1927 2.7442 6.3607
H 5.5484 0.5785 -5.4120
H -0.3396 4.2339 -8.1633
H -2.1829 -2.6913 2.5836
H 2.7916 0.1028 7.2080
H 1.3526 8.5190 -7.0638
H 7.4763 1.6962 -1.0719
H 2.7971 3.4423 -0.3315
H 5.0097 -0.9792 -12.1919
H 7.0380 -4.3637 -10.5682
H -2.9328 3.4878 5.5922
H -1.0024 -7.9877 -3.9516
H 1.2310 -0.2578 -8.5132
H -1.3854 -6.4378 -5.6517
H -6.8558 -5.8078 7.1174
H -3.4850 2.6059 3.3561
H -1.3696 4.5741 -2.0909
H 4.0181 -0.8401 0.3211
H 3.0085 0.1982 -6.8320
H -4.3236 -4.4076 0.5519
H -5.0118 -6.9346 6.3433
H -1.7050 1.4436 9.0392
H 0.3976 -3.1894 3.1618
H -0.2314 -2.2167 -8.1615
H 0.4100 0.2806 8.3218
H -5.5140 -2.2912 1.1390
H 0.0329 -1.6352 -4.1279
H 3.6335 7.1052 -0.3655
H 7.5849 2.1551 6.0322
H 1.8283 5.3971 -0.7722
H 4.9719 -4.2900 -2.2973
H -0.8345 4.9336 5.7725
H 1.4694 1.3888 -1.4538
H 2.9973 -3.6955 -1.0929
H 2.7489 -3.5810 6.7881
H -11.6303 -0.5231 4.6271
H -0.5575 1.7953 -7.7539
H 2.8709 -0.3979 2.4683
H 6.7711 -5.5694 1.3768
*
```

Values from the calculation:
SMILES string ... O=C1c2ccccc2C(=O)c2ccccc21.O=C1c2ccccc2C(=O)c2ccccc21.O=C1c2ccccc2C(=O)c2ccccc21.O=C1c2ccccc2C(=O)c2ccccc21.O=C1c2ccccc2C(=O)c2ccccc21.O=C1c2ccccc2C(=O)c2ccccc21.O=C1c2ccccc2C(=O)c2ccccc21.O=C1c2ccccc2C(=O)c2ccccc21.O=C1c2ccccc2C(=O)c2ccccc21.O=C1c2ccccc2C(=O)c2ccccc21.O=C1c2ccccc2C(=O)c2ccccc21.O=C1c2ccccc2C(=O)c2ccccc21
HOMO energy ... -9.13 eV
Energy above the lowest of the compared OMol25 structures with the same formula, charge and spin ... 64.0 kcal per mole

DFT (the ωB97M-V functional and the def2-TZVPD basis) results for C16H10BrCaCl5 as an isolated structure in a non-equilibrium geometry.

The geometry in ORCA input format:
```
! wB97M-V def2-TZVPD RIJCOSX def2/J DEFGRID3
* xyz -2 1
Br 2.7330 1.9855 -1.5117
Ca 1.9838 -0.4955 -1.8500
Cl -5.5059 3.9968 1.0127
Cl -5.7260 1.1391 -0.2439
Cl -3.0889 -0.4718 -0.9976
Cl -2.6882 5.0538 1.8438
Cl -0.1061 3.3351 1.2047
C 2.7748 -0.3677 -4.0971
C 1.4209 -0.9805 1.4091
C -2.8079 3.5969 0.9746
C -0.7497 -1.8156 1.3496
C 3.9268 -1.9467 -2.8681
C -0.7516 -0.5964 2.0810
C 0.6146 -2.0741 0.9528
C 0.5645 -0.0824 2.1355
C 2.8867 -1.7416 -3.8338
C -1.8004 1.7217 -0.1180
C -4.1895 1.8255 0.0056
C -3.0061 1.1263 -0.3557
C -1.6539 2.8572 0.6259
C 3.7973 0.2844 -3.2940
C -4.0815 3.0878 0.6315
C 4.4693 -0.7236 -2.5235
H -1.5919 -2.4511 1.1683
H 5.3945 -0.5280 -1.9739
H -1.6296 -0.1473 2.5526
H 0.9759 -3.0035 0.5376
H 4.3262 -2.9309 -2.5858
H 2.3921 -2.5423 -4.3870
H 4.2293 1.2413 -3.5645
H 2.5010 -0.9135 1.3524
H 0.8809 0.8042 2.6692
H 2.2459 0.1135 -4.8982
*
```

Values from the calculation:
HOMO energy ... -0.73 eV

DFT (the ωB97M-V functional and the def2-TZVPD basis) results for a 2-piece molecular cluster, C16H10BrCl6O3 overall in a non-equilibrium geometry.

The geometry in ORCA input format:
```
! wB97M-V def2-TZVPD RIJCOSX def2/J DEFGRID3
* xyz -1 1
Br -4.8042 -3.1779 3.8306
Cl 2.7692 1.4219 2.6909
Cl 5.2752 1.0175 -1.7183
Cl 4.3357 -3.2933 1.4292
Cl 5.9761 -1.9027 -0.8704
Cl 0.6218 0.4144 0.8238
Cl 2.8619 2.4981 -0.4314
O -1.0455 1.5528 -1.8929
O 2.2950 -1.5781 2.5738
O -1.1695 -0.6975 -1.6508
C 0.2056 2.5548 -3.6394
C -1.4270 0.4249 -1.2158
C 4.3436 0.2503 -0.5047
C 3.9701 -1.7177 0.9103
C 2.5272 0.3957 1.2318
C -3.7626 0.2804 1.7710
C -3.1352 -2.4555 1.6216
C -4.0323 -1.9791 2.5932
C 2.8773 -1.0462 1.6431
C -2.5594 -1.5754 0.7149
C 4.6764 -1.0926 -0.1018
C -0.0202 1.2813 -2.8693
C -2.0996 0.7584 0.0241
C 3.2911 0.9335 0.0837
C -4.3629 -0.6129 2.6481
C -2.8089 -0.1679 0.7970
H -1.8911 -1.9314 -0.0666
H -0.6986 2.8271 -4.1957
H -4.0004 1.3465 1.7923
H -2.2641 1.8181 0.2030
H 0.4743 3.3782 -2.9684
H 1.0160 2.4036 -4.3543
H 0.8913 0.9734 -2.3323
H -2.8967 -3.5135 1.5794
H -5.0810 -0.2562 3.3800
H -0.3487 0.4667 -3.5295
*
```

Values from the calculation:
HOMO energy ... -3.16 eV
Energy above the lowest of the compared OMol25 structures with the same formula, charge and spin ... 0.3 kcal per mole

Number 2 is which compound? C16H10BrCaCl5